A 8-piece molecular cluster, C29H58Cl2O18 overall in a non-equilibrium geometry, computed with wB97M-V/def2-TZVPD.

Positions of all 107 atoms, in Å:
1 C 0.38459 1.73972 4.60893
2 Cl 1.61215 0.50659 4.46651
3 Cl 0.89865 3.44738 4.41339
4 H -0.30892 1.56402 3.78934
5 H -0.18818 1.50386 5.50095
6 C 4.78772 1.86837 4.97127
7 C 4.92581 0.64141 5.84749
8 O 5.45886 0.91235 7.15505
9 C 6.74830 1.13401 7.32170
10 O 7.59436 1.08163 6.45228
11 O 6.99005 1.42553 8.57696
12 C 8.28994 1.79544 8.93623
13 H 4.28504 2.73575 5.39496
14 H 4.11394 1.44576 4.22375
15 H 5.68507 2.20102 4.45352
16 H 5.60786 -0.15487 5.53531
17 H 3.96057 0.21002 6.10644
18 H 9.05815 1.02079 8.87351
19 H 8.33349 2.17896 9.95262
20 H 8.69794 2.57232 8.28457
21 C 0.47298 2.94790 -1.89062
22 C -0.52852 3.38179 -0.79765
23 O -1.73404 3.97427 -1.27268
24 C -1.66027 5.11139 -1.99963
25 O -0.68514 5.81072 -2.05968
26 O -2.82037 5.35848 -2.55015
27 C -2.88168 6.45110 -3.45558
28 H 1.17808 3.68705 -2.27047
29 H -0.02279 2.48263 -2.74366
30 H 1.15083 2.19105 -1.48448
31 H -0.04193 4.02487 -0.06418
32 H -0.87851 2.49223 -0.28022
33 H -2.53708 6.07414 -4.42606
34 H -2.20420 7.25348 -3.17930
35 H -3.91931 6.69745 -3.65986
36 C -1.23261 -1.17838 -1.65914
37 C -0.75770 -1.54827 -0.25577
38 O -0.43344 -0.35568 0.44809
39 C 0.84725 -0.05688 0.63234
40 O 1.78103 -0.71543 0.23264
41 O 0.91430 1.16767 1.11892
42 C 2.12003 1.83846 1.41014
43 H -1.34236 -2.03578 -2.32822
44 H -0.50624 -0.52601 -2.14243
45 H -2.24700 -0.77469 -1.66568
46 H -0.02189 -2.33843 -0.40382
47 H -1.52520 -2.04773 0.33498
48 H 1.89170 2.89783 1.49411
49 H 2.87037 1.67216 0.63702
50 H 2.48944 1.51283 2.38151
51 C -4.61186 -3.17058 -2.71274
52 C -5.02014 -4.57110 -2.41895
53 O -4.70021 -5.50400 -3.42742
54 C -4.98777 -6.79925 -3.18498
55 O -5.36320 -7.27953 -2.16484
56 O -4.80712 -7.42377 -4.36000
57 C -4.93267 -8.82998 -4.41003
58 H -5.10347 -2.74315 -3.59434
59 H -3.60285 -2.93747 -3.06713
60 H -4.74967 -2.57832 -1.80908
61 H -6.08482 -4.68558 -2.18005
62 H -4.64363 -4.79095 -1.40998
63 H -5.85813 -9.25196 -4.01463
64 H -4.19399 -9.21740 -3.69801
65 H -4.68853 -9.29727 -5.35835
66 O 3.36368 4.89858 0.75800
67 C 4.30802 5.54777 0.36851
68 O 5.57204 5.24944 0.59914
69 C 5.96782 4.19207 1.45371
70 C 7.15497 3.45532 0.84886
71 C 4.03558 6.78222 -0.49231
72 H 5.25598 3.37497 1.59417
73 H 6.21771 4.50988 2.46569
74 H 8.03924 4.08967 0.73477
75 H 6.92111 2.95302 -0.08521
76 H 7.54237 2.78412 1.62044
77 H 4.71600 7.58231 -0.20678
78 H 3.00708 7.04735 -0.27340
79 H 4.16045 6.47979 -1.53020
80 O -3.38693 -2.54062 4.04792
81 C -2.52910 -2.03337 3.35969
82 O -2.76691 -1.14067 2.41657
83 C -4.11819 -0.65795 2.28670
84 C -4.15878 0.14223 1.00599
85 C -1.08878 -2.39170 3.55883
86 H -4.49793 -0.20372 3.20264
87 H -4.74439 -1.55226 2.22167
88 H -3.80378 -0.51584 0.20464
89 H -3.46050 0.97577 0.94937
90 H -5.16782 0.38032 0.67313
91 H -0.85751 -2.12312 4.59193
92 H -0.34743 -1.89781 2.93087
93 H -0.86635 -3.45591 3.49807
94 O -1.30795 -4.29687 -7.21681
95 C -1.93325 -3.91139 -6.25925
96 O -3.25757 -3.84302 -6.18186
97 C -4.08049 -4.40740 -7.20639
98 C -5.41310 -4.83032 -6.63210
99 C -1.28914 -3.34518 -5.03493
100 H -3.69127 -5.31468 -7.67197
101 H -4.15551 -3.67911 -8.01386
102 H -5.31658 -5.73128 -6.03381
103 H -6.11422 -5.02139 -7.44903
104 H -5.93273 -4.03312 -6.09605
105 H -1.14055 -4.08427 -4.24309
106 H -1.90779 -2.53088 -4.66555
107 H -0.25062 -3.10295 -5.25347

Forces on the atoms, in the same order (eV/Å):
-1.3 0.0 -0.8
0.4 -0.3 0.3
0.0 -0.8 0.5
0.2 0.1 -0.1
0.4 0.7 0.4
-0.3 -0.9 -0.9
1.1 -0.1 1.2
-0.5 0.7 1.5
0.7 -0.2 -1.8
-0.3 0.0 0.2
-0.7 0.0 1.3
1.9 0.7 -0.2
0.0 -0.3 0.4
0.0 0.6 -0.5
0.2 -0.2 0.3
-0.4 0.2 -1.1
0.0 0.1 -0.3
-0.5 -0.5 -0.1
-0.6 -0.1 0.0
-0.4 0.1 -0.1
0.2 -0.2 0.2
1.0 -0.3 -0.3
-0.7 0.4 -0.9
1.2 -0.5 1.3
0.3 0.1 -0.3
-1.3 -0.3 0.0
0.6 -0.5 -1.4
-0.5 0.5 0.1
-0.2 0.0 0.0
-0.3 -0.2 0.2
0.0 0.2 -0.1
0.0 0.0 0.0
0.2 0.1 0.1
-0.4 0.2 0.3
0.0 0.3 0.8
-0.6 -0.3 -0.2
-0.9 -1.0 -1.0
0.0 -0.2 0.6
1.3 0.0 -1.7
-0.2 0.1 0.7
-1.4 0.3 0.6
0.9 0.0 0.1
0.4 -0.3 0.3
-0.2 0.3 0.1
0.2 0.6 0.1
0.9 0.7 0.6
-0.3 0.3 -0.1
-0.1 -0.1 -0.2
-0.1 0.0 0.0
0.2 -0.1 -0.2
0.2 1.2 -1.5
-0.7 -0.4 2.0
0.5 -0.4 -0.1
0.1 0.6 -1.2
-0.1 -0.3 0.6
-0.2 0.3 -0.8
0.8 -1.4 2.0
-0.8 0.0 0.5
0.5 -1.0 0.6
-0.3 0.2 -0.2
-0.2 0.5 -0.6
0.8 -0.7 -0.5
-0.4 0.6 -0.3
0.1 -0.2 -0.1
-0.1 0.9 -0.4
0.4 -0.4 0.4
-1.9 0.1 -0.3
0.8 0.6 0.0
0.5 -1.9 0.1
1.0 0.8 0.8
0.7 -0.7 0.9
-0.8 0.7 -0.3
-0.1 0.7 -0.2
-0.3 0.3 -0.5
0.0 -0.1 0.1
-0.5 -0.6 -0.2
0.0 0.1 -0.3
0.0 0.1 -0.3
0.0 0.3 -0.1
-0.1 0.4 -0.3
-0.2 -1.2 0.8
0.3 0.9 -0.1
-0.6 -1.0 -0.2
0.3 -0.7 -0.7
1.0 0.2 0.2
0.6 0.5 0.0
-0.1 0.1 -0.3
0.1 -0.2 0.1
-0.3 0.3 0.4
0.0 0.4 0.4
0.0 0.0 0.0
-0.4 0.3 -0.2
-0.6 -0.1 -0.1
-0.4 -0.3 0.0
0.8 0.1 -0.6
-0.6 -0.4 0.4
-0.3 -0.4 -0.7
-0.7 0.6 -0.3
0.5 -0.3 0.4
0.8 0.2 0.3
-0.2 0.1 0.1
0.0 0.2 0.2
0.3 -0.3 -0.2
0.4 0.0 0.4
-0.7 -0.2 0.0
0.4 0.2 0.1
-0.2 0.6 -0.3

For the energy, the calculation gives -3414.48726 a.u. The largest force on an atom is 2.575 eV Å⁻¹. The value obtained for the gap between HOMO and LUMO is 10.679 eV. The value obtained for the lowest unoccupied orbital energy is 0.413 eV. For the energy above the lowest of the compared OMol25 structures with the same formula, charge and spin, the calculation gives 35.6 kcal per mole. Its spin multiplicity is 1.